Record 1
{"formula": "C35H42Br2Cl2MgN5O10Si", "method": "wB97M-V/def2-TZVPD", "total_charge": -1, "de_lowest_kj_mol": 0.0, "e_homo_ha": -0.21883, "spin_multiplicity": 1, "homo_lumo_gap_ev": 7.7, "elements": ["Mg", "O", "C", "O", "C", "C", "C", "C", "C", "C", "O", "N", "O", "O", "N", "O", "O", "H", "H", "C", "O", "C", "C", "C", "Br", "C", "C", "C", "O", "C", "N", "C", "C", "C", "C", "C", "C", "N", "H", "H", "H", "H", "H", "H", "H", "H", "H", "H", "H", "O", "C", "N", "Cl", "C", "Cl", "H", "H", "C", "C", "C", "C", "Si", "Br", "C", "C", "C", "C", "C", "C", "C", "C", "H", "H", "H", "H", "H", "H", "H", "H", "H", "H", "H", "H", "H", "H", "H", "H", "H", "H", "H", "H", "H", "H", "H", "H", "H", "H", "H"], "positions_angstrom": [[-1.27725, 0.71549, -1.58721], [-0.91464, 2.52472, 1.93818], [-1.43261, 2.21722, 0.86804], [-0.79008, 2.01683, -0.22576], [-2.95610, 2.10761, 0.83723], [-3.63976, 2.93646, 1.69324], [-5.03590, 2.89767, 1.76708], [-5.76839, 1.98473, 1.03684], [-5.07860, 1.11449, 0.21730], [-3.66228, 1.16692, 0.01227], [-3.08909, 0.41114, -0.83500], [-5.88078, 0.09602, -0.45988], [-5.37105, -0.98832, -0.69523], [-6.98897, 0.41537, -0.85695], [-5.73585, 3.80199, 2.66190], [-6.95463, 3.72614, 2.72056], [-5.07407, 4.61202, 3.28997], [-3.07946, 3.61108, 2.32232], [-6.84412, 1.93944, 1.10894], [1.62603, 1.43469, -2.36789], [0.73355, 0.31496, -2.31383], [0.59618, -0.41793, -3.44920], [1.42647, -0.36067, -4.54655], [1.12164, -1.14704, -5.65917], [2.28134, -1.08815, -7.15504], [0.00240, -1.94214, -5.69957], [-0.84746, -1.99097, -4.58492], [-0.52730, -1.25240, -3.45383], [-1.28333, -1.23942, -2.34215], [-2.11572, -2.71159, -4.58488], [-2.91924, -2.71598, -3.54803], [-4.04882, -3.40591, -3.94079], [-5.22802, -3.65928, -3.24598], [-6.20753, -4.37160, -3.90719], [-6.02706, -4.82062, -5.22489], [-4.86794, -4.56370, -5.92956], [-3.88624, -3.84256, -5.26208], [-2.63765, -3.38804, -5.64808], [2.65493, 1.07725, -2.44106], [1.47000, 1.96363, -1.43191], [1.35271, 2.06794, -3.21463], [2.28956, 0.28574, -4.56032], [-0.21012, -2.51593, -6.58993], [-2.12279, -1.77407, -2.52924], [-5.37027, -3.28130, -2.24277], [-7.14128, -4.57926, -3.40424], [-6.82409, -5.37395, -5.70388], [-4.74039, -4.90163, -6.94904], [-2.22580, -3.46827, -6.55889], [-1.74301, 2.84548, -5.41790], [-1.67496, 2.23397, -4.39531], [-1.60399, 1.61970, -3.38531], [-2.83200, -3.48735, 1.54079], [-2.70293, -1.77140, 1.11866], [-1.01295, -1.25879, 0.98744], [-3.16901, -1.19001, 1.90803], [-3.19302, -1.59384, 0.17084], [3.84007, 3.09479, 3.41318], [3.44694, 2.32110, 2.14544], [2.07002, 2.83581, 1.69502], [4.45793, 2.67953, 1.04725], [3.43714, 0.42909, 2.46991], [2.47379, -0.49903, 0.62691], [2.32720, -0.08501, 3.95066], [1.85496, -1.54396, 3.84893], [3.06641, 0.09030, 5.28738], [1.05568, 0.78073, 4.00883], [5.19994, -0.34915, 2.52126], [5.12059, -1.82401, 2.94651], [5.88376, -0.34687, 1.14271], [6.12414, 0.39490, 3.49124], [3.77962, 4.16740, 3.20657], [4.85852, 2.88079, 3.74479], [3.16318, 2.89368, 4.24309], [2.19519, 3.85069, 1.30597], [1.33974, 2.88995, 2.49868], [1.61003, 2.23948, 0.91195], [4.36551, 3.74579, 0.82469], [4.27374, 2.12800, 0.12311], [5.48958, 2.50387, 1.35491], [2.67101, -2.26563, 3.82704], [1.23592, -1.70545, 2.96985], [1.24121, -1.76420, 4.72709], [3.89756, -0.60479, 5.41138], [2.35947, -0.09983, 6.10057], [3.44927, 1.10356, 5.42571], [0.48436, 0.78309, 3.07798], [1.27081, 1.81771, 4.26866], [0.40587, 0.38218, 4.79321], [4.45141, -2.39538, 2.30245], [4.79336, -1.95151, 3.97778], [6.11773, -2.26600, 2.86496], [5.28257, -0.85021, 0.38787], [6.83254, -0.88497, 1.22649], [6.11109, 0.65409, 0.78215], [5.71677, 0.48131, 4.50031], [6.35533, 1.39951, 3.13283], [7.07178, -0.14791, 3.56313]], "forces_ev_per_angstrom": [[-0.68, 0.68, -0.11], [-0.27, 0.02, -0.13], [0.06, 0.08, 0.19], [0.01, -0.36, -0.12], [0.02, 0.06, 0.07], [-0.22, -0.13, -0.04], [0.06, 0.02, 0.09], [0.25, -0.06, -0.07], [-0.24, -0.16, 0.32], [0.01, -0.01, 0.04], [0.28, -0.01, -0.11], [0.52, 0.30, -1.08], [-0.19, -0.04, 0.43], [-0.18, -0.08, 0.36], [0.02, 0.16, -0.19], [0.08, -0.01, 0.10], [-0.10, -0.08, 0.05], [0.00, 0.02, 0.02], [0.01, -0.02, 0.02], [0.01, 0.07, 0.08], [0.07, -0.07, 0.12], [0.05, -0.17, -0.27], [-0.01, -0.05, 0.01], [-0.08, -0.01, 0.10], [0.01, 0.00, -0.02], [0.07, 0.04, 0.08], [0.07, 0.00, -0.07], [0.12, -0.13, -0.24], [0.07, 0.16, 0.16], [0.11, 0.06, -0.01], [0.03, -0.01, -0.12], [-0.08, -0.05, -0.08], [0.00, 0.00, -0.02], [0.02, -0.01, -0.03], [-0.09, -0.03, 0.04], [0.03, 0.01, 0.01], [-0.08, -0.02, 0.04], [-0.01, 0.02, 0.16], [-0.03, 0.06, 0.01], [0.05, 0.04, -0.01], [0.04, -0.01, 0.04], [0.01, 0.02, -0.01], [-0.02, -0.01, -0.02], [-0.16, -0.05, 0.03], [0.01, 0.01, 0.02], [-0.04, -0.01, 0.01], [0.00, -0.01, -0.01], [0.01, 0.00, -0.02], [0.01, 0.01, -0.02], [-0.01, 0.08, -0.15], [0.00, -0.01, -0.02], [0.16, -0.23, 0.33], [-0.03, -0.07, 0.01], [-0.03, 0.05, 0.07], [0.09, 0.00, 0.05], [0.03, -0.03, -0.03], [-0.01, -0.03, -0.01], [0.04, -0.01, 0.08], [0.04, -0.02, 0.03], [0.08, 0.01, 0.11], [0.02, -0.04, 0.03], [-0.10, 0.13, 0.01], [0.04, 0.04, 0.06], [-0.03, 0.00, -0.02], [0.08, 0.00, 0.02], [0.03, 0.04, 0.01], [0.06, 0.01, -0.09], [-0.04, -0.11, -0.15], [-0.02, 0.05, 0.07], [-0.02, 0.05, 0.00], [0.02, 0.08, 0.06], [0.02, 0.04, -0.03], [-0.02, -0.01, 0.00], [-0.03, 0.02, 0.00], [-0.01, 0.07, -0.02], [0.09, -0.04, -0.10], [-0.02, -0.05, -0.07], [-0.01, 0.05, -0.03], [-0.01, -0.01, -0.02], [0.00, -0.01, 0.00], [-0.01, 0.02, 0.00], [-0.05, 0.00, -0.07], [-0.03, -0.03, 0.04], [0.02, -0.03, -0.03], [-0.01, -0.02, 0.04], [0.01, -0.02, 0.00], [0.06, 0.01, 0.02], [-0.01, -0.03, -0.02], [-0.04, -0.03, 0.03], [-0.03, -0.01, -0.04], [-0.02, 0.03, 0.01], [0.05, -0.03, 0.00], [-0.03, -0.03, -0.02], [0.06, -0.03, 0.01], [-0.03, -0.01, -0.01], [-0.02, -0.02, -0.02], [-0.01, -0.01, 0.02], [0.05, -0.02, 0.02]]}

***

Record 2
{"formula": "C4H7IO2", "method": "wB97M-V/def2-TZVPD", "de_lowest_kj_mol": 181.9, "e_homo_ha": -0.33232, "spin_multiplicity": 1, "homo_lumo_gap_ev": 9.6, "elements": ["C", "C", "C", "C", "O", "O", "I", "H", "H", "H", "H", "H", "H", "H"], "positions_angstrom": [[-1.41261, 2.01940, -0.60986], [1.23591, -1.22025, -0.80964], [1.78857, -1.03581, 0.36836], [-1.54581, 0.88812, 0.05092], [1.44647, -1.81242, 1.50847], [-0.82778, 0.43321, 1.11071], [-3.16346, -0.27576, -0.33870], [-0.66852, 2.78030, -0.44563], [-2.10014, 2.17478, -1.46733], [0.26173, -1.69331, -0.80687], [1.67890, -0.66788, -1.64687], [2.66832, -0.36158, 0.56302], [0.51093, -1.99650, 1.34195], [0.12750, 0.76770, 1.18146]], "forces_ev_per_angstrom": [[-0.61, 0.41, -1.56], [-0.08, 1.24, -0.21], [1.80, -0.79, 1.86], [0.96, 0.68, 0.90], [-0.23, 1.78, -1.38], [1.54, 0.21, 0.37], [-0.77, -0.96, -0.12], [0.29, -0.09, 0.27], [0.62, 0.07, 0.81], [0.17, -0.45, -0.74], [-0.71, -0.32, 0.18], [-0.87, -1.03, -0.21], [0.00, -0.39, 0.44], [-2.12, -0.36, -0.62]]}

***

Record 3
{"formula": "C21H45GaN2P3S2", "method": "wB97M-V/def2-TZVPD", "total_charge": 3, "e_homo_ha": [-0.57688, -0.57625], "spin_multiplicity": 1, "homo_lumo_gap_ev": [3.4, 4.7], "elements": ["Ga", "P", "P", "P", "H", "C", "C", "H", "C", "C", "C", "C", "C", "C", "C", "C", "C", "H", "H", "H", "H", "H", "H", "H", "H", "H", "H", "H", "H", "H", "H", "H", "H", "H", "H", "H", "H", "H", "H", "H", "H", "H", "H", "H", "H", "H", "C", "C", "C", "C", "C", "C", "S", "H", "H", "H", "H", "H", "H", "S", "C", "N", "C", "C", "C", "N", "H", "H", "H", "H", "H", "H", "H", "H"], "positions_angstrom": [[-0.26561, 0.12655, -0.27479], [1.84317, -0.53234, 1.38094], [-0.66005, 2.18724, 1.21324], [0.81620, -1.52765, -1.97504], [-2.66117, 6.53053, -6.23562], [-2.91250, 5.57301, -6.70112], [-4.11026, 5.00329, -6.52590], [-4.87363, 5.46769, -5.89360], [3.34672, 0.43642, 1.01481], [1.68898, -0.27574, 3.17994], [2.50924, -2.23142, 1.39167], [-2.12370, 3.05418, 0.56816], [-0.99811, 2.05170, 2.99816], [0.66014, 3.43799, 1.09066], [-0.05655, -1.41599, -3.56803], [0.90835, -3.32912, -1.71879], [2.52850, -1.09295, -2.44084], [-2.17538, 5.17077, -7.39958], [-4.40914, 4.10280, -7.06580], [4.14963, 0.10837, 1.69112], [3.14794, 1.50368, 1.17328], [3.65592, 0.27974, -0.02569], [2.60115, -0.66272, 3.65904], [0.82160, -0.82852, 3.56838], [1.58268, 0.79099, 3.41313], [3.28698, -2.29003, 2.16910], [2.95540, -2.48845, 0.42215], [1.71950, -2.95783, 1.63149], [-2.42282, 3.81814, 1.29910], [-2.93952, 2.33831, 0.41925], [-1.90082, 3.52481, -0.39537], [-0.49031, 2.86782, 3.53005], [-0.65103, 1.08814, 3.38646], [-2.08023, 2.13061, 3.15676], [0.25765, 4.41061, 1.40512], [1.00228, 3.50445, 0.05093], [1.50694, 3.16574, 1.73377], [0.41721, -2.10839, -4.27841], [-0.01680, -0.39439, -3.96181], [-1.11021, -1.68422, -3.42590], [1.60152, -3.76108, -2.45690], [-0.08793, -3.76863, -1.86101], [1.26449, -3.56208, -0.70737], [2.76102, -1.56664, -3.40498], [3.23756, -1.44584, -1.68170], [2.62262, -0.00507, -2.54157], [-1.64529, 1.97768, -2.82377], [-0.31147, 2.35801, -3.09744], [-0.04144, 3.51455, -3.81830], [-1.09434, 4.28444, -4.33014], [-2.41379, 3.90082, -4.07015], [-2.69781, 2.77240, -3.32643], [-2.12661, 0.59694, -1.92856], [0.71738, 1.12112, -0.99554], [0.52151, 1.74878, -2.74787], [0.99204, 3.80823, -4.00094], [-0.89302, 5.15858, -4.95043], [-3.22999, 4.45706, -4.51252], [-3.72032, 2.45933, -3.13385], [-1.88192, -1.24190, 1.05754], [-1.26266, -2.69408, 1.74298], [-0.93195, -2.75450, 3.05365], [-0.82835, -4.02891, 3.77702], [-0.16854, -5.05563, 2.87824], [-0.91048, -5.15617, 1.55848], [-1.14016, -3.81614, 1.00499], [-1.24220, -1.94157, 3.57156], [-1.82621, -4.37888, 4.08529], [-0.24000, -3.85477, 4.68559], [-0.18090, -6.03343, 3.37101], [0.88385, -4.79471, 2.70769], [-1.87561, -5.66601, 1.71610], [-0.34597, -5.74212, 0.82131], [-1.53456, -3.73228, 0.07204]], "forces_ev_per_angstrom": [[-0.03, -1.42, 0.71], [0.15, -0.02, 0.19], [-0.31, 1.36, 0.13], [0.42, -0.25, -1.01], [-0.10, -0.31, -0.04], [-0.56, 0.07, -0.33], [0.28, 0.45, -0.37], [0.26, -0.14, -0.17], [-0.09, 0.03, -0.08], [-0.15, 0.04, 0.18], [-0.03, -0.30, -0.09], [-0.09, -0.29, -0.31], [-0.07, -0.65, 0.10], [0.30, -0.41, -0.28], [-0.33, 0.22, 0.16], [-0.22, -0.13, 0.53], [-0.01, 0.28, 0.37], [-0.22, 0.01, 0.21], [0.16, 0.20, 0.19], [-0.16, 0.17, -0.23], [0.15, -0.22, -0.07], [0.01, 0.11, 0.25], [-0.29, 0.21, -0.05], [0.32, 0.22, -0.06], [0.05, -0.28, 0.04], [-0.18, -0.04, -0.31], [-0.08, 0.01, 0.28], [0.23, 0.20, -0.09], [0.11, -0.17, -0.16], [0.02, 0.21, 0.11], [0.00, -0.05, 0.18], [-0.08, -0.18, -0.22], [-0.13, 0.29, 0.04], [0.24, -0.09, -0.03], [0.03, -0.27, 0.00], [-0.03, 0.09, 0.23], [-0.19, 0.13, -0.15], [-0.11, 0.16, 0.20], [0.04, -0.22, 0.02], [0.21, -0.03, -0.16], [-0.21, 0.20, 0.16], [0.27, 0.07, 0.00], [-0.08, -0.03, -0.32], [-0.08, 0.08, 0.28], [-0.12, 0.10, -0.22], [0.06, -0.22, -0.03], [-0.12, -0.52, 0.35], [0.72, 0.63, -0.19], [0.26, -0.58, 0.36], [-0.13, -0.08, 0.05], [-0.49, -0.29, 0.26], [-0.13, 0.42, -0.50], [0.24, 0.29, 0.33], [0.47, 0.47, -0.12], [-0.25, 0.14, -0.18], [-0.27, -0.11, -0.02], [-0.07, -0.22, 0.20], [0.19, 0.04, 0.23], [0.10, 0.14, -0.07], [-0.11, 1.01, -0.60], [1.20, -2.02, 0.71], [-1.01, 0.52, -1.11], [0.06, -0.30, 0.37], [0.35, -0.16, 0.01], [-0.12, -0.56, 0.06], [-0.60, 1.39, 0.16], [0.16, -0.08, 0.08], [0.21, 0.25, -0.10], [-0.14, -0.03, -0.25], [0.02, 0.19, -0.10], [-0.18, -0.04, 0.06], [0.23, 0.27, -0.19], [-0.13, 0.20, 0.20], [0.16, -0.15, 0.26]]}

***

Record 4
{"formula": "H28HeO14", "method": "wB97M-V/def2-TZVPD", "de_lowest_kj_mol": 66.7, "e_homo_ha": -0.36472, "spin_multiplicity": 1, "homo_lumo_gap_ev": 9.3, "elements": ["He", "O", "H", "H", "O", "H", "H", "O", "H", "H", "O", "H", "H", "O", "H", "H", "O", "H", "H", "O", "H", "H", "O", "H", "H", "O", "H", "H", "O", "H", "H", "O", "H", "H", "O", "H", "H", "O", "H", "H", "O", "H", "H"], "positions_angstrom": [[0.22088, -0.10857, 0.43154], [-0.75094, -0.43124, -3.24367], [-0.94919, -0.19023, -4.14857], [-1.46017, -0.04333, -2.73110], [2.20612, -2.70120, -0.98098], [2.71596, -1.89555, -0.89593], [1.82322, -2.83556, -0.11406], [2.10516, 0.61093, 3.08279], [1.45217, -0.06267, 3.27276], [1.83001, 1.36553, 3.60347], [-3.01607, -0.40751, 1.89590], [-2.37176, -0.77027, 2.50377], [-2.49866, -0.10773, 1.14847], [2.36373, 3.17023, -0.89576], [2.07515, 2.47543, -1.48756], [1.55713, 3.49501, -0.49558], [3.73793, 1.40475, 1.06909], [3.22817, 1.97131, 0.48996], [3.10384, 1.08468, 1.71074], [-1.76804, 1.72662, -0.04783], [-1.04551, 2.16502, 0.40157], [-2.18133, 2.41626, -0.56727], [0.03837, -3.07657, -2.67770], [-0.17460, -2.18755, -2.96147], [0.84414, -2.97992, -2.17013], [-0.63909, -1.23651, 3.34713], [-0.67937, -0.46065, 3.90627], [-0.40723, -1.94946, 3.94225], [-3.00173, -0.39718, -1.39323], [-2.62099, 0.31585, -0.88052], [-3.81524, -0.03358, -1.74281], [0.08787, 3.84656, 0.58239], [-0.05567, 4.68665, 0.14664], [-0.16536, 4.00185, 1.49234], [1.35264, 1.17211, -2.42408], [1.67709, 1.14736, -3.32428], [0.69284, 0.47961, -2.38766], [0.52663, -2.71507, 1.22860], [-0.27042, -2.54474, 0.72666], [0.42403, -2.19504, 2.02564], [-2.00042, -2.74665, -0.09404], [-2.48371, -2.08492, -0.58880], [-1.70758, -3.37407, -0.75496]], "forces_ev_per_angstrom": [[0.02, 0.05, -0.02], [0.30, 0.11, -0.25], [0.06, 0.00, -0.34], [-0.62, -0.21, 0.48], [0.43, -0.11, -0.63], [0.17, 0.24, -0.04], [-0.43, -0.02, 0.72], [-0.22, -0.03, 0.32], [-0.15, -0.40, -0.17], [0.11, 0.30, 0.16], [-0.45, 0.30, 0.13], [0.18, -0.38, 0.02], [0.12, 0.09, -0.11], [0.60, 0.57, 0.28], [-0.23, -0.55, -0.34], [0.00, -0.10, 0.23], [0.50, -0.10, -0.05], [-0.12, 0.46, -0.54], [-0.08, -0.24, 0.18], [-0.49, -0.44, -0.19], [0.47, 0.20, -0.03], [-0.05, 0.31, -0.05], [-0.64, -0.58, -0.31], [-0.20, 0.26, -0.03], [0.65, 0.04, 0.42], [0.24, 0.22, 0.00], [-0.12, 0.32, 0.23], [-0.11, -0.45, 0.28], [0.01, -0.16, -0.60], [0.39, 0.42, 0.54], [-0.39, -0.12, -0.05], [-0.32, -0.16, 0.09], [-0.10, 0.34, -0.21], [0.10, 0.10, 0.38], [0.40, 0.38, 0.06], [0.12, -0.04, -0.20], [-0.36, -0.38, -0.10], [0.81, -0.37, 0.29], [-0.86, 0.00, -0.41], [0.02, 0.17, -0.07], [0.20, -0.22, 0.53], [-0.25, 0.39, -0.19], [0.28, -0.22, -0.42]]}